Record 1
This record from the Open Molecules 2025 dataset describes a structure of composition C33H48N9OS2Sc. The level of theory is ωB97M-V/def2-TZVPD.

Computed properties:
Net charge: 0
Kohn-Sham gap, Ha: 0.255

Last column: Löwdin charge in e.
Geometry (Å):
Sc 0.938 0.195 0.065  0.935
C 1.712 -2.496 -6.141  -0.476
S 1.159 -0.933 -5.445  0.778
C 1.845 -0.974 -3.786  -1.210
S 2.668 -2.311 -3.180  0.537
N 1.726 0.228 -3.289  -0.127
N 2.162 0.504 -2.020  -0.042
C 3.016 1.453 -1.961  -0.080
C 3.328 2.128 -0.704  -0.244
C 4.314 3.108 -0.657  -0.006
C 4.514 3.809 0.517  -0.049
C 3.715 3.522 1.613  -0.037
C 2.761 2.526 1.487  -0.086
N 2.574 1.838 0.364  0.055
H 1.353 -2.501 -7.170  0.023
H 1.304 -3.344 -5.595  0.008
H 2.797 -2.563 -6.123  0.018
H 3.454 1.842 -2.877  0.136
H 4.902 3.313 -1.542  0.117
H 5.275 4.576 0.575  0.111
H 3.819 4.052 2.549  0.108
H 2.120 2.266 2.318  0.090
C -0.236 0.525 3.224  -0.191
N 0.757 -0.036 2.321  -0.071
C 1.525 -0.986 2.785  -0.130
C 2.536 -1.559 2.003  -0.358
C 3.531 -2.497 2.327  -0.052
C 4.319 -2.619 1.191  -0.085
C 3.761 -1.757 0.226  -0.163
N 2.697 -1.113 0.704  -0.018
C 0.295 1.577 4.183  -0.209
C 1.600 1.580 4.662  -0.062
C 2.023 2.553 5.560  -0.082
C 1.148 3.536 5.993  -0.095
C -0.158 3.543 5.520  -0.084
C -0.575 2.572 4.622  -0.045
H -0.720 -0.271 3.805  0.128
H -1.018 0.981 2.619  0.076
H 1.372 -1.367 3.799  0.144
H 3.647 -3.004 3.273  0.098
H 5.184 -3.249 1.057  0.087
H 4.075 -1.617 -0.797  0.054
H 2.307 0.831 4.328  0.104
H 3.045 2.538 5.920  0.104
H 1.479 4.294 6.691  0.100
H -0.849 4.310 5.844  0.102
H -1.591 2.591 4.244  0.112
C -1.694 3.239 0.207  -0.031
C -0.976 2.635 -1.000  -0.707
C -1.991 2.075 -1.997  -0.026
C -0.097 3.685 -1.680  -0.027
O -0.168 1.588 -0.563  -0.288
H -2.346 4.066 -0.085  0.084
H -0.959 3.610 0.925  0.082
H -2.294 2.468 0.697  0.060
H -2.669 2.851 -2.359  0.086
H -2.572 1.287 -1.512  0.051
H -1.466 1.637 -2.849  0.088
H -0.690 4.510 -2.079  0.084
H 0.455 3.218 -2.499  0.083
H 0.622 4.088 -0.963  0.080
C -2.827 -5.083 -1.018  -0.069
C -1.342 -4.884 -1.298  -0.211
N -1.002 -3.504 -1.622  -0.062
C -1.235 -3.068 -2.995  -0.192
C -2.402 -2.099 -3.146  -0.062
C -0.472 -2.655 -0.717  -0.399
C -0.320 -3.126 0.700  -0.002
N -0.072 -1.455 -0.994  0.074
H -3.029 -6.119 -0.744  0.076
H -3.425 -4.843 -1.899  0.067
H -3.154 -4.438 -0.200  0.072
H -1.036 -5.502 -2.143  0.121
H -0.745 -5.214 -0.452  0.107
H -1.423 -3.964 -3.586  0.124
H -0.320 -2.626 -3.387  0.069
H -3.343 -2.572 -2.855  0.062
H -2.478 -1.779 -4.185  0.083
H -2.257 -1.207 -2.534  0.053
H -1.166 -3.725 1.032  0.080
H -0.245 -2.257 1.345  0.042
H 0.596 -3.713 0.793  0.105
H -0.110 -1.223 -1.984  0.039
C -5.420 0.870 1.202  -0.045
N -4.641 -0.067 0.402  -0.199
C -5.022 -0.198 -0.999  -0.041
C -3.370 -0.259 0.737  -0.273
N -2.268 -0.439 1.037  0.219
H -6.465 0.560 1.194  0.088
H -5.348 1.888 0.804  0.091
H -5.059 0.863 2.227  0.093
H -6.036 -0.594 -1.055  0.091
H -4.344 -0.885 -1.499  0.067
H -4.987 0.768 -1.512  0.089



Record 2
This record from the Open Molecules 2025 dataset describes a structure of composition C33H49AsN5OOsSi2. The level of theory is ωB97M-V/def2-TZVPD.

Computed properties:
Multiplicity: 2
Net charge: 0
Kohn-Sham gap (spin up / spin down), Ha: 0.208 / 0.208
⟨S²⟩: 0.78

Last column: Löwdin charge in e.
Geometry (Å):
Os -0.322 -1.192 -0.271  1.075
C -0.913 -2.691 -3.558  -0.208
C -0.483 -1.361 -4.181  -0.171
C -0.351 -0.172 -3.225  -0.244
N 0.484 -0.475 -2.070  -0.134
C 1.789 -0.413 -2.153  -0.242
C 2.470 -0.044 -3.359  -0.021
C 3.800 0.075 -3.653  -0.083
C 4.940 -0.164 -2.872  -0.116
C 4.934 -0.585 -1.566  -0.102
C 3.866 -0.825 -0.699  -0.047
C 2.479 -0.719 -0.877  -0.238
N 1.623 -0.910 0.133  -0.145
C 2.133 -1.076 1.490  -0.234
C 1.040 -0.903 2.531  -0.207
C 0.045 -2.048 2.651  -0.230
N -0.746 -2.248 1.445  -0.143
C -1.666 -3.190 1.401  -0.250
C -1.908 -4.048 2.506  -0.025
C -2.793 -5.086 2.686  -0.087
C -3.757 -5.608 1.831  -0.115
C -4.031 -5.143 0.560  -0.088
C -3.464 -4.110 -0.170  -0.022
C -2.423 -3.207 0.126  -0.215
N -2.032 -2.264 -0.731  -0.160
C -2.812 -1.997 -1.930  -0.249
C -2.383 -2.806 -3.155  -0.178
H -0.274 -2.915 -2.698  0.093
H -0.709 -3.477 -4.289  0.109
H -1.182 -1.086 -4.978  0.118
H 0.487 -1.517 -4.660  0.102
H -1.319 0.133 -2.834  0.066
H 0.032 0.693 -3.776  0.098
H 1.818 0.186 -4.188  0.088
H 4.001 0.392 -4.672  0.105
H 5.901 -0.021 -3.350  0.092
H 5.910 -0.755 -1.122  0.104
H 4.168 -1.152 0.285  0.090
H 2.888 -0.309 1.683  0.101
H 2.619 -2.056 1.598  0.126
H 0.528 0.039 2.329  0.050
H 1.528 -0.798 3.505  0.122
H -0.626 -1.837 3.495  0.113
H 0.585 -2.970 2.904  0.123
H -1.280 -3.856 3.364  0.085
H -2.724 -5.567 3.657  0.104
H -4.343 -6.442 2.194  0.093
H -4.822 -5.668 0.034  0.104
H -3.889 -4.001 -1.157  0.083
H -2.723 -0.930 -2.123  0.060
H -3.876 -2.165 -1.736  0.111
H -3.011 -2.495 -3.997  0.116
H -2.605 -3.862 -2.977  0.103
C -1.879 3.711 -1.699  -0.234
Si -0.621 2.880 -0.576  0.254
C 0.965 2.666 -1.545  -0.204
C -0.328 4.036 0.880  -0.223
As -1.516 0.825 0.142  0.759
Si -2.569 1.113 2.204  0.224
C -3.864 2.447 1.942  -0.230
C -3.435 -0.488 2.634  -0.210
C -1.464 1.605 3.643  -0.207
H -1.509 4.677 -2.053  0.029
H -2.813 3.879 -1.159  0.018
H -2.108 3.092 -2.570  0.018
H 1.480 3.630 -1.604  0.043
H 0.780 2.325 -2.564  0.017
H 1.619 1.948 -1.051  -0.005
H 0.255 4.906 0.564  0.033
H 0.224 3.509 1.658  -0.019
H -1.268 4.408 1.287  0.017
H -4.540 2.174 1.129  0.026
H -3.410 3.406 1.697  0.007
H -4.457 2.582 2.850  0.030
H -4.184 -0.748 1.884  0.035
H -3.934 -0.399 3.603  0.036
H -2.726 -1.312 2.695  -0.007
H -0.917 2.522 3.418  0.014
H -0.729 0.828 3.861  0.008
H -2.056 1.770 4.548  0.031
O 1.940 2.077 1.466  -0.108
N 2.972 2.829 1.361  -0.208
C 3.935 2.554 0.450  -0.008
C 5.035 3.373 0.310  -0.043
C 5.175 4.499 1.103  -0.079
C 4.180 4.768 2.030  -0.051
C 3.093 3.930 2.142  -0.014
H 3.760 1.663 -0.137  0.109
H 5.773 3.112 -0.436  0.113
H 6.032 5.150 1.002  0.105
H 4.231 5.633 2.676  0.111
H 2.276 4.070 2.833  0.133



Taking the records one at a time from the top gives relative energy (zero: lowest compared OMol25 entry of this formula, charge and spin) values of 14.7 0.0 kJ/mol.